No. 1
DFT (ωB97M-V/def2-TZVPD) results for a structure of composition C30H28BBr4Cl2F4N3O3SeSi2W.

The calculation puts the highest occupied orbital energy at -8.12 eV. The calculation puts the LUMO energy at -1.342 eV. Its energy relative to the best compared isomer or geometry (same formula, charge and spin) is 140.47 kJ/mol. The orbital gap is 6.77 eV.

Last column: Löwdin charge in e.
Atoms and positions in Å:
W  0.1933  -0.0586  0.0670  1.560
Br  -0.5538  -2.7454  -4.1918  0.808
Br  -1.0491  -6.9142  -0.2585  0.736
Br  -0.7483  -4.5525  2.1071  0.814
Br  -1.0411  -5.9913  -3.4435  0.743
Se  0.0453  1.3335  -2.5138  0.923
Cl  5.6302  1.7597  4.0772  0.719
Cl  3.1283  4.0032  -0.1039  0.770
Si  -0.8482  1.2648  2.1537  0.579
Si  -2.4330  0.0208  -0.3375  0.576
F  3.6034  -1.9703  -1.9443  0.176
F  2.1339  -2.0406  -0.1605  0.090
F  2.3426  -0.1216  -1.3196  -0.003
F  4.0862  -0.8383  0.0138  0.148
O  1.2506  1.5833  0.1786  -0.368
O  -0.1139  -1.1800  -1.5789  -0.384
O  -0.3822  -1.7871  0.7613  -0.302
N  -0.7950  4.1312  -2.7079  -0.106
N  -1.6828  2.8409  -4.1849  -0.119
N  1.4935  -0.3294  1.8256  -0.039
C  -2.1163  4.1224  -4.4558  -0.034
C  1.5505  -1.3567  2.6407  -0.094
C  -0.5832  -3.3841  -2.4267  -0.638
C  -3.4336  1.7540  3.2951  -0.094
C  -4.7920  0.7120  1.1227  -0.097
C  -0.6777  -4.1498  0.2691  -0.631
C  3.4528  0.6159  2.8972  -0.159
C  -0.8643  2.8457  -3.1074  -0.621
C  2.5463  -1.4703  3.6253  0.003
C  -3.3898  0.7146  1.1178  -0.300
C  -0.3908  -2.4608  -1.4162  -0.435
C  0.0551  4.6124  -1.6350  -0.021
C  -2.0365  1.6716  -4.9836  -0.030
C  2.4402  0.6453  1.9376  -0.174
C  -0.4887  3.0850  1.9809  -0.170
C  -5.4998  1.2151  2.1994  -0.083
C  2.3028  1.6858  0.9982  -0.358
C  -3.1748  -1.6888  -0.5107  -0.151
C  -0.7969  -4.7188  -2.0814  -0.730
C  4.3606  1.7079  2.8988  -0.584
C  -1.5655  4.9286  -3.5302  -0.032
C  -3.1493  0.9236  -1.8094  -0.218
C  3.2079  2.7048  1.0276  -0.553
C  -0.2640  0.8086  3.8700  -0.176
C  -0.8236  -5.1074  -0.7342  -0.734
C  -2.7098  1.2336  2.2125  -0.308
C  4.2449  2.7121  1.9904  -0.099
C  3.4884  -0.4950  3.7634  0.014
C  -4.8171  1.7434  3.2919  -0.085
C  -0.5011  -2.8312  -0.0888  -0.412
B  3.1071  -1.2778  -0.8747  -1.205
H  -1.6476  5.9908  -3.3857  0.126
H  -5.3669  2.1416  4.1359  0.101
H  2.5510  -2.3496  4.2532  0.120
H  -2.8746  0.4311  -2.7432  0.014
H  -0.4431  4.5039  -0.6820  0.076
H  0.9681  4.0240  -1.6252  0.025
H  -6.5828  1.1957  2.1932  0.102
H  -4.2532  -1.5100  -0.5120  0.041
H  -4.2376  0.8898  -1.6938  0.039
H  -0.4271  -0.2454  4.1045  0.041
H  -0.8403  1.4005  4.5846  0.033
H  -5.3437  0.3099  0.2789  0.092
H  0.7932  1.0341  4.0268  0.032
H  -3.0510  1.3541  -4.7483  0.091
H  -2.9147  2.1781  4.1493  0.094
H  4.2638  -0.5658  4.5138  0.104
H  0.2797  5.6617  -1.8111  0.100
H  -0.7910  3.4285  1.0003  0.007
H  4.9488  3.5322  1.9932  0.111
H  -1.0894  3.6096  2.7293  0.046
H  -2.7730  4.3420  -5.2783  0.128
H  -1.9634  1.9298  -6.0378  0.098
H  0.7943  -2.1167  2.5180  0.081
H  -2.8463  1.9679  -1.8575  0.017
H  -1.3451  0.8681  -4.7498  0.043
H  -2.9498  -2.3495  0.3260  0.047
H  0.5608  3.3496  2.1271  0.034
H  -2.9201  -2.2018  -1.4385  0.047

Atoms 1-6, force components in eV/Å:
W 0.1766 0.5159 -1.3373
Br 0.0133 -0.0310 0.0173
Br -0.0117 0.0157 -0.0097
Br -0.0196 -0.0096 -0.0449
Br 0.0042 -0.0027 -0.0026
Se 0.4184 -0.0390 -0.2468

---

No. 2
DFT (ωB97M-V/def2-TZVPD) results for a structure of composition C30H28BN9PRu.

The calculation puts the highest occupied orbital energy (alpha / beta) at -19.26 / -19.19 eV. Its total charge is +4. As for the spin multiplicity: 6. The calculation puts the LUMO energy (alpha / beta) at -11.372 / -15.145 eV. The orbital gap (alpha / beta) is 7.89 / 4.05 eV.

Last column: natural (NBO) charge in e.
Atoms and positions in Å:
Ru  11.2817  13.5495  12.6433  1.069
P  10.7859  11.8087  11.2809  1.083
N  9.0637  13.4029  13.0583  -0.792
N  12.0801  14.7404  15.3549  -0.358
N  13.8910  16.6666  15.2911  -0.406
N  11.3221  13.7698  14.7826  -0.378
N  13.2884  13.6629  12.7584  -0.323
N  12.0294  16.3823  13.4766  -0.360
N  13.7925  16.9301  16.6448  -0.038
N  11.3637  15.5723  12.5700  -0.369
N  13.8658  14.7235  13.4887  -0.318
C  8.3099  10.3009  11.1189  -0.132
C  11.1974  13.0999  8.8686  -0.189
C  11.1225  11.9901  6.6728  -0.097
C  11.7500  10.3588  11.7919  -0.156
C  13.6910  8.8587  11.5360  -0.213
C  11.2040  10.7744  7.3568  -0.206
C  15.2018  14.6173  13.4141  0.079
C  13.1317  7.9743  12.4744  0.055
C  12.9539  9.9889  11.1581  -0.149
C  11.1625  9.4293  12.7335  -0.227
C  11.9160  8.3332  13.0847  -0.097
C  6.3227  10.9679  12.2174  -0.107
C  9.0380  11.4211  11.6470  -0.411
C  14.3185  12.9209  12.2033  0.028
C  14.6211  17.9675  16.9143  -0.038
C  15.5352  13.4582  12.6226  -0.270
C  11.2054  13.1684  7.4978  -0.173
C  11.0038  11.8766  9.5147  -0.452
C  10.6278  16.3398  11.7360  0.020
C  8.3230  12.2751  12.4832  0.125
C  6.9870  10.0460  11.4349  -0.173
C  6.9706  12.0920  12.7078  -0.214
C  11.1262  10.7251  8.7644  -0.124
C  12.2699  14.4513  16.7307  0.043
C  10.7422  17.6862  12.1619  -0.279
C  11.0355  12.7838  15.7386  0.001
C  11.6039  13.2165  16.9748  -0.278
C  15.3434  18.3354  15.7455  -0.048
C  11.6806  17.6612  13.1975  0.054
C  14.7453  17.5640  14.7390  0.199
B  12.9704  15.7195  14.5163  0.957
H  11.5725  7.8195  13.9872  0.273
H  5.2913  10.7984  12.5256  0.270
H  8.6242  14.3212  12.9954  0.435
H  6.4968  9.1845  11.0457  0.269
H  12.7488  15.1934  17.3778  0.284
H  9.9505  15.9843  11.0254  0.246
H  10.4216  11.9568  15.4093  0.234
H  13.2667  10.6527  10.2892  0.266
H  16.5133  13.1268  12.4733  0.275
H  11.4204  9.8390  6.8542  0.258
H  16.1626  19.0030  15.6719  0.294
H  11.2526  9.6976  9.1775  0.217
H  11.2881  14.1310  7.0401  0.251
H  6.4001  12.8990  13.2075  0.256
H  15.1439  17.5848  13.7293  0.271
H  14.6316  8.6374  10.9831  0.289
H  10.3053  18.5667  11.7418  0.287
H  9.1067  13.2404  14.0561  0.419
H  14.5327  18.4118  17.8925  0.295
H  11.5976  12.7160  17.9545  0.294
H  11.0800  12.0900  5.5845  0.273
H  15.8095  15.4079  13.8486  0.235
H  8.9020  9.6372  10.5364  0.224
H  11.4048  14.0041  9.4532  0.209
H  14.0391  12.0731  11.5593  0.239
H  10.2618  9.7265  13.2862  0.258
H  12.1557  18.5514  13.6700  0.257
H  13.6391  7.0613  12.8190  0.283

Atoms 1-6, force components in eV/Å:
Ru -0.8081 0.9979 2.0536
P -0.5479 -1.6121 -0.8154
N 1.1058 -0.0907 0.0298
N 1.0992 -0.2470 2.7600
N 0.5325 1.3424 -1.7894
N 0.3767 -1.2396 1.2435

---

No. 3
DFT (ωB97M-V/def2-TZVPD) results for a structure of composition C30H28Cl2N10OTi.

The calculation puts the highest occupied orbital energy (alpha / beta) at -9.08 / -9.10 eV. Its total charge is +1. As for the spin multiplicity: 2. The calculation puts the LUMO energy (alpha / beta) at -3.160 / -3.944 eV. Its energy relative to the best compared isomer or geometry (same formula, charge and spin) is 266.03 kJ/mol. The orbital gap (alpha / beta) is 5.92 / 5.15 eV.

Last column: Löwdin charge in e.
Atoms and positions in Å:
Ti  -0.0876  -0.5338  -0.3592  1.147
Cl  1.5982  -0.4117  -4.9996  0.798
Cl  1.3570  4.7549  -4.6758  0.719
O  0.2579  -0.5750  -2.2951  -0.199
N  -0.0982  -2.5898  -0.3307  0.067
N  1.4180  1.4272  2.1061  0.082
N  3.9155  -1.7187  0.5061  -0.111
N  0.4394  -4.6753  0.6340  0.191
N  -2.2828  -0.6169  -0.4669  -0.018
N  1.8763  -0.5975  0.1330  0.059
N  0.2461  -0.5000  2.6253  0.062
N  -0.5775  -0.1414  1.6031  -0.125
N  -0.2003  1.6532  -0.7402  0.028
N  2.1050  -3.0118  0.4039  0.170
C  -4.0644  0.6784  -1.4897  -0.058
C  -2.4076  -0.3835  3.2008  -0.009
C  4.7356  -0.5081  0.7742  0.001
C  1.7847  0.3729  4.2177  -0.024
C  -3.0652  -0.2980  -1.6114  -0.281
C  -0.1490  4.2446  -1.7995  0.003
C  -1.9345  -0.4031  1.8825  -0.231
C  2.6059  -1.7010  0.2792  -0.334
C  -4.2184  -0.7145  1.0267  -0.030
C  -2.8264  -0.5345  0.7813  -0.265
C  0.5353  0.6474  -2.7444  -0.334
C  2.9318  1.1017  4.4453  -0.022
C  2.3510  2.3228  2.4048  -0.178
C  -0.5508  3.9864  -0.4919  -0.018
C  0.3283  3.1941  -2.5925  -0.116
C  1.1161  0.8615  -4.0556  -0.632
C  -5.0501  0.0597  -3.5818  -0.069
C  -3.0984  -1.1389  -2.7229  -0.046
C  -4.1340  -1.0380  -3.6177  -0.075
C  -5.0224  0.8927  -2.4663  -0.078
C  3.0706  2.2901  3.5824  -0.049
C  1.2629  2.1315  -4.5995  -0.165
C  -3.7902  -0.6901  3.4379  -0.067
C  0.7572  -3.4293  0.1789  -0.376
C  0.2282  1.8402  -2.0263  -0.129
C  -4.6934  -0.8050  2.3396  -0.079
C  1.1050  0.4262  3.0010  -0.377
C  -0.5526  2.6879  0.0230  -0.088
C  1.0067  3.2542  -3.9009  -0.603
C  4.7500  -2.9626  0.5285  -0.010
H  -4.8638  -1.0621  0.2145  0.122
H  4.3619  -3.6525  1.3271  0.098
H  2.3543  0.2697  0.3532  0.063
H  -4.0338  1.3173  -0.6128  0.117
H  2.7171  -3.6610  0.8593  0.100
H  -1.7505  -0.2371  4.0750  0.108
H  -0.8153  4.8475  0.1233  0.117
H  -5.7022  1.7303  -2.4805  0.105
H  5.3148  -0.2083  -0.0680  0.090
H  -2.3476  -1.9332  -2.7991  0.112
H  5.4429  -0.6561  1.6096  0.108
H  3.7024  0.8970  5.1866  0.107
H  -4.2484  -0.8709  4.3791  0.082
H  2.4806  3.1461  1.7069  0.110
H  -0.8580  2.4659  0.9816  0.086
H  -0.2402  5.2061  -2.2975  0.113
H  4.1093  0.3475  1.0188  0.070
H  -4.2028  -1.7664  -4.4521  0.113
H  4.6857  -3.4366  -0.4553  0.103
H  1.2249  -5.3089  0.8737  0.139
H  -1.0568  -2.8218  -0.2530  0.076
H  1.3999  2.3190  -5.6320  0.098
H  -5.7799  -0.8122  2.5658  0.113
H  -0.4303  -5.0807  0.3767  0.116
H  3.9370  2.9220  3.6438  0.089
H  1.4697  -0.4057  4.8470  0.094
H  5.8323  -2.7152  0.7792  0.122
H  -5.6824  0.3110  -4.4183  0.098

Atoms 1-6, force components in eV/Å:
Ti -3.0913 1.1833 -0.6187
Cl 0.3305 -1.7466 -0.9040
Cl -0.2737 0.3562 0.2092
O 0.0372 1.1303 1.3006
N 1.9568 -0.3388 0.7030
N -0.2784 -0.2534 0.0105

---

| no. | strongest force on any atom (eV Å⁻¹) |
| --- | --- |
| 1 | 1.4 |
| 2 | 3.8 |
| 3 | 4.2 |